9
Properties=species:S:1:pos:R:3:forces:R:3 method="wB97M-V/def2-TZVPD" max_force_ha_per_bohr=0.0867 multiplicity=1 homo_lumo_gap_ev=10.52 e_above_lowest_kcal_mol=70.9 e_tot_ha=-739.3383
S -2.3279 -2.1799 -1.6950 -0.3 0.8 -1.2
O -0.6561 -1.2073 0.5576 0.5 0.7 -0.5
O -2.4354 1.0571 0.6351 0.8 1.4 -0.5
O -3.9566 -0.6352 0.7816 -1.8 -1.8 -0.1
C -3.2155 0.2162 0.6512 0.8 0.5 0.7
C -2.6122 -1.1988 -2.8540 0.3 -0.9 1.0
C 0.0084 -0.2688 0.1916 1.6 -0.2 4.2
H 0.0487 0.1176 -0.7820 -0.2 0.5 -1.9
H 0.7537 0.2948 0.9922 -1.6 -1.1 -1.7